# 1
ORCA calculation (ωB97M-V with the def2-TZVPD basis set) on a cluster of 7 separate species, C49H106N5O4 in total in a non-equilibrium geometry.

Calculated values
* LUMO: -5.37 eV
* F_max: 0.051 Eh/bohr
* multiplicity: 1
* gap between HOMO and LUMO: 0.2844 Ha
* energy: -2504.47405 Eh
* total charge: +3

Each atom is followed by the atoms it is bonded to, with distances in Å.
Cartesian coordinates (Å):
1 C 3.79451 -2.37258 -1.97483  C2 1.573, H11 1.099, H12 1.131, H13 1.095
2 C 3.25057 -3.84885 -1.95324  C1 1.573, C3 1.493, H14 1.078, H15 1.115
3 C 4.39492 -4.72470 -2.34539  C2 1.493, N4 1.501, H16 1.092, H17 1.123
4 N 4.17230 -6.20826 -2.39561  C3 1.501, C5 1.493, C9 1.506, C10 1.508
5 C 3.76981 -6.67041 -1.03429  N4 1.493, C6 1.550, H18 1.113, H19 1.071
6 C 4.96385 -6.46817 -0.06733  C5 1.550, C7 1.531, H20 1.067, H21 1.084
7 C 6.15590 -7.26077 -0.61049  C6 1.531, C8 1.464, H22 1.101, H23 1.106
8 C 6.60805 -6.80186 -1.92557  C7 1.464, C9 1.518, H24 1.089, H25 1.077
9 C 5.43277 -6.87136 -2.88391  N4 1.506, C8 1.518, H26 1.079, H27 1.085
10 C 3.11327 -6.57750 -3.40362  N4 1.508, H28 1.094, H29 1.062, H30 1.081
11 H 4.83249 -2.32021 -1.61617  C1 1.099
12 H 3.21495 -1.68710 -1.28619  C1 1.131
13 H 3.84409 -2.02322 -3.01189  C1 1.095
14 H 2.39026 -3.90679 -2.60012  C2 1.078
15 H 2.88996 -4.10996 -0.93092  C2 1.115
16 H 5.24551 -4.54207 -1.68472  C3 1.092
17 H 4.65968 -4.42273 -3.39459  C3 1.123
18 H 2.81663 -6.12554 -0.85386  C5 1.113
19 H 3.49004 -7.70393 -1.07300  C5 1.071
20 H 5.17705 -5.45536 0.19156  C6 1.067
21 H 4.72380 -6.90637 0.89425  C6 1.084
22 H 6.93070 -7.35390 0.16678  C7 1.101
23 H 5.74694 -8.28428 -0.70327  C7 1.106
24 H 7.12703 -5.84736 -1.84549  C8 1.089
25 H 7.32187 -7.47854 -2.36481  C8 1.077
26 H 5.61276 -6.46352 -3.86696  C9 1.079
27 H 5.14316 -7.90680 -3.02664  C9 1.085
28 H 3.45007 -6.12682 -4.34191  C10 1.094
29 H 2.15407 -6.19265 -3.16137  C10 1.062
30 H 3.15025 -7.65410 -3.49681  C10 1.081
31 C -3.77323 6.17621 4.34728  C32 1.539, H41 1.081, H42 1.090, H43 1.083
32 C -3.70012 6.33865 2.81829  C31 1.539, C33 1.569, H44 1.106, H45 1.085
33 C -3.69579 4.90267 2.18656  C32 1.569, N34 1.499, H46 1.089, H47 1.108
34 N -3.49064 4.76099 0.70814  C33 1.499, C35 1.475, C39 1.553, C40 1.519
35 C -4.09995 3.45741 0.38299  N34 1.475, C36 1.493, H48 1.102, H49 1.082
36 C -4.13403 3.15070 -1.07764  C35 1.493, C37 1.528, H50 1.121, H51 1.073
37 C -4.96539 4.22548 -1.77622  C36 1.528, C38 1.510, H52 1.084, H53 1.094
38 C -4.33566 5.58560 -1.58990  C37 1.510, C39 1.560, H54 1.070, H55 1.086
39 C -4.26928 5.86567 -0.05664  N34 1.553, C38 1.560, H56 1.091, H57 1.105
40 C -1.99677 4.86110 0.45109  N34 1.519, H58 1.091, H59 1.116, H60 1.071
41 H -2.82521 5.75185 4.64711  C31 1.081
42 H -4.52208 5.52476 4.79888  C31 1.090
43 H -3.93496 7.15672 4.77821  C31 1.083
44 H -2.82375 6.97105 2.58339  C32 1.106
45 H -4.53261 6.94665 2.47938  C32 1.085
46 H -4.65124 4.45847 2.46240  C33 1.089
47 H -2.87999 4.28103 2.60530  C33 1.108
48 H -5.10118 3.44544 0.84438  C35 1.102
49 H -3.40572 2.84876 0.94804  C35 1.082
50 H -4.48370 2.09297 -1.19977  C36 1.121
51 H -3.15820 3.14344 -1.52411  C36 1.073
52 H -5.94311 4.11501 -1.32252  C37 1.084
53 H -5.04997 4.03057 -2.84928  C37 1.094
54 H -4.95168 6.36451 -1.98730  C38 1.070
55 H -3.33282 5.54689 -2.00473  C38 1.086
56 H -5.29507 5.85940 0.31555  C39 1.091
57 H -3.76024 6.81070 0.20756  C39 1.105
58 H -1.78152 4.79536 -0.61679  C40 1.091
59 H -1.54651 3.91047 0.82295  C40 1.116
60 H -1.61571 5.74905 0.91364  C40 1.071
61 C -1.63124 -4.03511 0.14850  C62 1.496, H71 1.084, H72 1.100, H73 1.089
62 C -2.20019 -3.35626 1.35376  C61 1.496, C63 1.534, H74 1.073, H75 1.105
63 C -2.79668 -2.06061 0.78971  C62 1.534, N64 1.547, H76 1.106, H77 1.087
64 N -3.84832 -1.37085 1.69021  C63 1.547, C65 1.530, C69 1.524, C70 1.591
65 C -4.99648 -2.26558 2.16181  N64 1.530, C66 1.482, H78 1.087, H79 1.091
66 C -6.02729 -1.51800 2.92085  C65 1.482, C67 1.543, H80 1.103, H81 1.081
67 C -5.37205 -0.96433 4.20393  C66 1.543, C68 1.529, H82 1.088, H83 1.082
68 C -4.23210 -0.02517 3.80809  C67 1.529, C69 1.538, H84 1.119, H85 1.101
69 C -3.21207 -0.78781 2.94607  N64 1.524, C68 1.538, H86 1.128, H87 1.091
70 C -4.23773 -0.09837 0.81830  N64 1.591, H88 1.082, H89 1.096, H90 1.096
71 H -0.58709 -3.75986 0.05006  C61 1.084
72 H -2.18310 -3.85714 -0.78574  C61 1.100
73 H -1.59952 -5.11897 0.25330  C61 1.089
74 H -1.46005 -3.28722 2.12785  C62 1.073
75 H -3.02891 -3.94355 1.78823  C62 1.105
76 H -3.36994 -2.21948 -0.14322  C63 1.106
77 H -2.05648 -1.30007 0.55589  C63 1.087
78 H -4.51663 -2.96725 2.83882  C65 1.087
79 H -5.39775 -2.66595 1.22935  C65 1.091
80 H -6.80398 -2.26197 3.16407  C66 1.103
81 H -6.45598 -0.71869 2.33360  C66 1.081
82 H -4.90763 -1.74726 4.80074  C67 1.088
83 H -6.09201 -0.49747 4.86347  C67 1.082
84 H -3.65432 0.28249 4.71579  C68 1.119
85 H -4.53250 0.89574 3.28517  C68 1.101
86 H -2.75995 -1.62517 3.55197  C69 1.128
87 H -2.44711 -0.11412 2.55824  C69 1.091
88 H -5.09540 0.38172 1.27094  C70 1.082
89 H -4.54469 -0.47116 -0.16549  C70 1.096
90 H -3.41966 0.62965 0.86861  C70 1.096
91 C 3.74277 1.58733 -5.17403  C92 1.493, H101 1.105, H102 1.107, H103 1.106
92 C 2.70270 0.57516 -4.82491  C91 1.493, C93 1.561, H104 1.116, H105 1.067
93 C 1.38935 1.15483 -5.43726  C92 1.561, N94 1.555, H106 1.091, H107 1.076
94 N 0.19017 0.19616 -5.18964  C93 1.555, C95 1.514, C99 1.533, C100 1.455
95 C -1.05684 0.87367 -5.71802  N94 1.514, C96 1.513, H108 1.080, H109 1.118
96 C -2.37931 0.36170 -5.19069  C95 1.513, C97 1.517, H110 1.081, H111 1.086
97 C -2.42561 0.42467 -3.67523  C96 1.517, C98 1.570, H112 1.087, H113 1.111
98 C -1.30763 -0.54065 -3.14218  C97 1.570, C99 1.556, H114 1.103, H115 1.099
99 C 0.07451 -0.07404 -3.68471  N94 1.533, C98 1.556, H116 1.103, H117 1.056
100 C 0.40013 -1.07062 -5.87481  N94 1.455, H118 1.080, H119 1.065, H120 1.087
101 H 4.67271 1.55513 -4.57842  C91 1.105
102 H 3.47586 2.64148 -4.96640  C91 1.107
103 H 4.07377 1.45315 -6.22105  C91 1.106
104 H 2.48661 0.30605 -3.76344  C92 1.116
105 H 2.88833 -0.38485 -5.25101  C92 1.067
106 H 1.56576 1.22934 -6.51136  C93 1.091
107 H 1.07205 2.09928 -5.03019  C93 1.076
108 H -0.96324 1.93394 -5.53299  C95 1.080
109 H -1.05977 0.74268 -6.82822  C95 1.118
110 H -3.14411 0.98546 -5.63151  C96 1.081
111 H -2.59427 -0.67037 -5.45129  C96 1.086
112 H -2.13959 1.43774 -3.40384  C97 1.087
113 H -3.41989 0.17043 -3.24957  C97 1.111
114 H -1.23146 -0.46312 -2.04449  C98 1.103
115 H -1.47878 -1.58899 -3.42372  C98 1.099
116 H 0.33713 0.88513 -3.20821  C99 1.103
117 H 0.80650 -0.79573 -3.44501  C99 1.056
118 H 0.63038 -0.83148 -6.90292  C100 1.080
119 H -0.44599 -1.71473 -5.81890  C100 1.065
120 H 1.27623 -1.60504 -5.51775  C100 1.087
121 C 5.28313 1.17641 6.64847  C122 1.546, H131 1.091, H132 1.060, H133 1.071
122 C 4.55784 1.28054 5.28667  C121 1.546, C123 1.481, H134 1.128, H135 1.080
123 C 3.10009 1.07270 5.44504  C122 1.481, N124 1.537, H136 1.132, H137 1.104
124 N 2.28976 1.27103 4.15362  C123 1.537, C125 1.545, C129 1.488, C130 1.480
125 C 2.67918 0.26021 3.05248  N124 1.545, C126 1.467, H138 1.079, H139 1.091
126 C 2.43711 -1.10390 3.53580  C125 1.467, C127 1.515, H140 1.105, H141 1.111
127 C 0.97728 -1.29247 3.89443  C126 1.515, C128 1.550, H142 1.089, H143 1.102
128 C 0.47904 -0.24492 4.92196  C127 1.550, C129 1.540, H144 1.100, H145 1.161
129 C 0.82957 1.16889 4.42142  N124 1.488, C128 1.540, H146 1.096, H147 1.103
130 C 2.39556 2.67258 3.68915  N124 1.480, H148 1.128, H149 1.079, H150 1.098
131 H 4.87920 1.87598 7.38169  C121 1.091
132 H 6.32504 1.35502 6.57555  C121 1.060
133 H 5.10805 0.16955 6.96884  C121 1.071
134 H 5.18128 0.53314 4.71625  C122 1.128
135 H 4.73006 2.27976 4.91467  C122 1.080
136 H 2.61696 1.81488 6.14943  C123 1.132
137 H 2.79644 0.08797 5.84024  C123 1.104
138 H 3.71511 0.49483 2.86187  C125 1.079
139 H 1.99435 0.49794 2.23680  C125 1.091
140 H 3.15275 -1.41368 4.31939  C126 1.105
141 H 2.55938 -1.82198 2.69648  C126 1.111
142 H 0.70963 -2.30142 4.20397  C127 1.089
143 H 0.38057 -1.06078 2.99782  C127 1.102
144 H 0.83628 -0.43696 5.94489  C128 1.100
145 H -0.68029 -0.21246 4.87727  C128 1.161
146 H 0.63585 1.95012 5.16466  C129 1.096
147 H 0.37150 1.36251 3.43658  C129 1.103
148 H 2.03656 3.36632 4.50280  C130 1.128
149 H 1.74452 2.77454 2.83501  C130 1.079
150 H 3.39656 2.91496 3.30885  C130 1.098
151 C 1.03998 4.92833 -2.54804  C152 1.540, H155 1.086, H156 1.087, H157 1.064
152 C -0.21321 4.09747 -2.87877  C151 1.540, O153 1.224, O154 1.263
153 O -0.13450 3.11804 -3.60808  C152 1.224
154 O -1.30362 4.49843 -2.38218  C152 1.263
155 H 1.57387 4.34487 -1.80443  C151 1.086
156 H 0.71926 5.88737 -2.15034  C151 1.087
157 H 1.67229 4.98511 -3.40127  C151 1.064
158 C 0.70559 1.76239 -0.33599  C159 1.529, H162 1.089, H163 1.064, H164 1.117
159 C -0.00922 0.62115 0.38909  C158 1.529, O160 1.248, O161 1.259
160 O -1.11977 0.86904 0.90172  C159 1.248
161 O 0.51926 -0.52036 0.32695  C159 1.259
162 H 0.63898 2.74402 0.13008  C158 1.089
163 H 0.41554 1.85548 -1.35576  C158 1.064
164 H 1.78434 1.47953 -0.27197  C158 1.117

# 2
ORCA calculation (ωB97M-V with the def2-TZVPD basis set) on the ion C10H13N2 with charge +1 in a non-equilibrium geometry.

Calculated values
* LUMO: -4.80 eV
* structure (SMILES): C=[N+](C)c1ccncc1/C=C/C
* F_max: 0.098 Eh/bohr
* multiplicity: 1
* gap between HOMO and LUMO: 0.3019 Ha
* energy: -498.00669 Eh
* total charge: +1

Each atom is followed by the atoms it is bonded to, with distances in Å.
Cartesian coordinates (Å):
1 C 2.43681 -0.60160 -0.03000  C2 1.422, C5 1.362, H13 1.010
2 C 3.26100 0.55658 -0.07168  C1 1.422, N11 1.328, H14 1.128
3 C 1.44493 1.89375 0.12543  C4 1.387, N11 1.297, H15 1.137
4 C 0.50723 0.87210 0.14232  C3 1.387, C5 1.395, C6 1.424
5 C 1.09334 -0.38996 0.04829  C1 1.362, C4 1.395, N12 1.531
6 C -0.86758 1.19130 0.32911  C4 1.424, C7 1.347, H16 1.067
7 C -1.75107 1.23428 -0.68727  C6 1.347, C8 1.500, H23 1.079
8 C -3.21229 1.55514 -0.57522  C7 1.500, H17 1.038, H18 1.096, H19 1.048
9 C -0.20924 -1.98682 1.35971  N12 1.378, H20 1.057, H21 1.003, H22 1.059
10 C 0.06358 -2.15427 -1.04479  N12 1.258, H24 1.082, H25 1.148
11 N 2.73179 1.77029 0.02397  C2 1.328, C3 1.297
12 N 0.21682 -1.64425 0.09461  C5 1.531, C9 1.378, C10 1.258
13 H 2.78684 -1.54752 -0.07785  C1 1.010
14 H 4.34105 0.36777 -0.33653  C2 1.128
15 H 1.17088 2.90904 0.55679  C3 1.137
16 H -1.20217 1.57351 1.26768  C6 1.067
17 H -3.61377 2.08485 -1.37233  C8 1.038
18 H -3.41198 2.16892 0.31092  C8 1.096
19 H -3.55649 0.59704 -0.32849  C8 1.048
20 H 0.62324 -2.17870 1.98182  C9 1.057
21 H -0.86667 -1.30821 1.69612  C9 1.003
22 H -0.74581 -2.90003 1.37366  C9 1.059
23 H -1.42016 0.98549 -1.68412  C7 1.079
24 H 0.68864 -1.91236 -1.89479  C10 1.082
25 H -0.50895 -3.13635 -1.20735  C10 1.148